# 1
C12H24CdF8NO16PS2 | ωB97M-V with the def2-TZVPD basis set

Computed properties:
ΔE to the lowest compared entry with this formula, charge and spin   154.3 kJ/mol
E_LUMO   0.2141 eV
HOMO   -10.8 eV

Structure (XYZ):
```
65
Properties=species:S:1:pos:R:3:mulliken_charge:R:1
Cd -15.712 9.652 -17.719 5.40
P -19.390 9.109 -18.249 1.42
F -19.254 7.479 -18.409 -0.38
F -19.177 9.358 -19.836 -0.35
F -20.988 8.984 -18.503 -0.36
F -19.492 10.705 -18.011 -0.35
F -19.606 8.891 -16.672 -0.39
F -17.772 9.185 -18.069 -0.59
N -13.923 10.391 -17.407 -0.26
S -12.515 10.322 -18.072 1.04
O -11.484 9.814 -17.221 -0.61
O -12.226 11.277 -19.094 -0.62
F -12.856 9.052 -19.048 -0.32
S -13.516 11.644 -16.286 0.65
O -12.558 12.671 -16.616 -0.56
O -13.553 11.195 -14.924 -0.63
F -14.893 12.395 -16.462 -0.11
C -12.119 6.287 -16.333 -0.90
O -13.132 7.159 -16.841 -0.10
C -14.349 6.713 -17.148 -0.01
O -15.177 7.502 -17.545 -0.64
O -14.522 5.449 -16.859 -0.43
C -15.809 4.882 -17.093 -0.69
H -11.355 6.926 -15.900 0.25
H -11.683 5.760 -17.182 0.34
H -12.496 5.581 -15.598 0.32
H -16.617 5.555 -16.806 0.30
H -15.891 3.920 -16.600 0.30
H -15.974 4.713 -18.159 0.26
C -17.471 11.934 -20.939 -0.21
O -17.930 12.636 -19.782 -0.41
C -17.310 12.423 -18.628 0.13
O -16.476 11.567 -18.464 -0.54
O -17.702 13.217 -17.688 -0.27
C -18.704 14.210 -17.897 -0.82
H -17.470 10.858 -20.781 -0.16
H -16.524 12.414 -21.187 0.30
H -18.188 12.104 -21.740 0.31
H -18.999 14.544 -16.907 0.27
H -19.574 13.797 -18.403 0.35
H -18.355 15.072 -18.462 0.29
C -14.206 10.559 -21.521 -0.44
O -15.107 9.509 -21.881 -0.43
C -15.683 8.819 -20.945 0.53
O -15.696 9.122 -19.777 -0.39
O -16.152 7.697 -21.438 -0.43
C -16.724 6.788 -20.508 -0.31
H -13.213 10.154 -21.374 0.28
H -14.660 11.104 -20.690 -0.02
H -14.227 11.328 -22.294 0.34
H -17.388 7.323 -19.828 -0.02
H -15.978 6.232 -19.942 0.16
H -17.330 6.058 -21.039 0.29
C -18.505 10.877 -14.374 -0.41
O -17.461 10.220 -13.673 -0.42
C -16.494 9.670 -14.350 0.57
O -16.357 9.756 -15.547 -0.95
O -15.754 8.992 -13.510 -0.45
C -14.525 8.417 -13.949 -0.10
H -18.077 11.602 -15.072 0.17
H -19.156 11.404 -13.684 0.27
H -19.106 10.184 -14.962 0.19
H -14.156 7.605 -13.331 0.36
H -13.786 9.219 -13.921 0.31
H -14.678 8.085 -14.978 -0.31
```

=====

# 2
C12H24Cl12 | ωB97M-V with the def2-TZVPD basis set

Computed properties:
ΔE to the lowest compared entry with this formula, charge and spin   19.1 kJ/mol
Multiplicity   2
E_LUMO (spin up / spin down)   -2.8685 / -10.2033 eV
HOMO (spin up / spin down)   -12.3 / -12.3 eV
Net charge   +1

Structure (XYZ):
```
48
Properties=species:S:1:pos:R:3:mulliken_charge:R:1
Cl 7.275 -29.759 -0.066 -0.19
C 6.996 -28.214 0.698 -0.38
C 6.513 -27.217 -0.379 -0.19
Cl 6.311 -25.586 0.424 -0.19
H 7.927 -27.872 1.149 0.33
H 6.351 -28.432 1.549 0.35
H 5.545 -27.498 -0.796 0.23
H 7.167 -27.025 -1.230 0.09
Cl 6.257 -30.327 -6.909 -0.11
C 5.587 -29.547 -8.372 -0.56
C 5.782 -28.040 -8.385 -0.46
Cl 7.480 -27.592 -8.614 -0.14
H 4.545 -29.841 -8.494 0.36
H 6.150 -30.018 -9.178 0.35
H 5.459 -27.639 -7.424 0.28
H 5.171 -27.597 -9.171 0.36
Cl 7.988 -28.413 -3.581 -0.05
C 8.936 -27.550 -4.767 -0.44
C 9.546 -28.450 -5.802 -0.20
Cl 10.820 -29.451 -5.076 -0.19
H 9.728 -27.010 -4.248 0.28
H 8.301 -26.842 -5.299 0.36
H 10.036 -27.839 -6.560 0.28
H 8.837 -29.141 -6.258 0.03
Cl 12.783 -26.349 -7.401 -0.20
C 13.404 -26.456 -5.659 -0.17
C 14.448 -25.432 -5.364 -0.44
Cl 13.853 -23.749 -5.677 -0.18
H 13.912 -27.415 -5.560 0.18
H 12.567 -26.494 -4.962 0.17
H 15.447 -25.564 -5.779 0.33
H 14.667 -25.545 -4.302 0.32
Cl 4.078 -32.618 -4.599 0.02
C 5.487 -32.477 -3.498 -0.47
C 5.816 -31.050 -2.989 0.33
Cl 4.533 -29.928 -2.789 0.13
H 6.359 -32.858 -4.029 0.34
H 5.338 -33.220 -2.715 0.44
H 6.447 -30.628 -3.771 -0.11
H 6.389 -31.069 -2.063 0.10
Cl 12.972 -33.479 -6.894 -0.21
C 13.693 -32.168 -5.996 -0.02
C 14.765 -31.548 -6.926 -0.49
Cl 15.809 -30.480 -5.909 -0.21
H 14.112 -32.728 -5.160 0.30
H 12.894 -31.532 -5.616 -0.02
H 14.358 -30.982 -7.764 0.32
H 15.396 -32.312 -7.380 0.37
```

=====

# 3
C12H24Cl2N2O3PV | ωB97M-V with the def2-TZVPD basis set

Computed properties:
Multiplicity   3
E_LUMO (spin up / spin down)   -8.6119 / -10.2627 eV
HOMO (spin up / spin down)   -15.5 / -15.4 eV
Net charge   +2

Structure (XYZ):
```
45
Properties=species:S:1:pos:R:3:mulliken_charge:R:1
C -1.129 -3.211 -4.010 -1.19
C -1.048 -2.059 -3.074 0.79
H -2.142 -3.297 -4.432 0.37
H -0.855 -4.213 -3.598 0.33
H -0.402 -3.042 -4.821 0.32
O -2.066 -1.533 -2.506 -0.45
Cl 1.666 -3.086 -1.626 -0.31
V 0.238 -1.425 -1.815 -0.07
P 0.031 1.091 -2.478 1.40
C -1.421 2.171 -2.363 -1.40
C 1.343 2.293 -2.093 -1.12
H 1.097 0.099 -4.381 0.38
H 0.307 1.668 -4.764 0.45
H -0.676 0.175 -4.608 0.38
C 0.203 0.717 -4.235 -1.32
H 2.316 1.810 -2.201 0.44
H 1.255 3.156 -2.762 0.48
H -1.296 2.996 -3.074 0.49
H -1.488 2.571 -1.346 0.36
H 1.234 2.612 -1.050 0.17
H -2.334 1.614 -2.593 0.38
C -1.603 -0.360 -0.794 0.41
O -2.649 0.012 -0.459 -0.31
Cl 1.983 -0.311 -0.652 -0.30
C -0.311 -1.917 1.393 -0.35
N 0.078 -1.016 2.443 0.35
C -0.312 -1.348 3.799 -0.57
C 0.653 -0.695 4.760 -0.69
C 0.803 0.775 4.512 -0.42
N 0.754 1.119 3.124 0.32
C 1.091 2.474 2.791 -0.72
C 0.235 0.328 2.106 0.22
O -0.022 0.787 1.009 -0.34
H 0.390 -1.782 0.548 -0.34
H -1.329 -1.732 1.043 0.50
H -0.231 -2.938 1.769 0.42
H -1.347 -1.006 4.009 0.32
H -0.295 -2.444 3.895 0.38
H 1.635 -1.179 4.672 0.34
H 0.303 -0.857 5.786 0.37
H 1.761 1.135 4.904 0.35
H 0.018 1.329 5.054 0.34
H 0.305 3.185 3.100 0.37
H 2.016 2.765 3.313 0.36
H 1.243 2.568 1.707 0.12
```

=====

# 4
C12H24Cl2N2STc | ωB97M-V with the def2-TZVPD basis set

Computed properties:
ΔE to the lowest compared entry with this formula, charge and spin   85.1 kJ/mol
Multiplicity   4
E_LUMO (spin up / spin down)   0.3501 / -1.5189 eV
HOMO (spin up / spin down)   -6.9 / -7.9 eV

Structure (XYZ):
```
42
Properties=species:S:1:pos:R:3:mulliken_charge:R:1
Tc 0.559 -0.070 -1.177 0.07
Cl 0.226 -2.387 -1.490 -0.47
Cl 1.446 2.003 -0.507 -0.51
C 2.429 -0.388 -2.423 -0.73
H 3.168 0.214 -1.856 0.32
H 2.806 -1.309 -2.894 0.31
C -1.191 0.529 -1.720 0.12
C 1.278 0.225 -3.104 0.14
H -2.006 0.476 -0.933 0.37
C 0.800 -0.623 -4.315 -0.86
H 1.327 1.295 -3.407 0.41
C -0.446 -0.066 -4.978 -0.87
H 1.626 -0.557 -5.031 0.38
H 0.702 -1.688 -4.066 0.32
C -1.676 -0.195 -4.073 -0.51
H -0.268 0.988 -5.247 0.33
H -0.647 -0.594 -5.920 0.34
C -1.728 0.982 -3.036 -0.72
H -2.592 -0.138 -4.671 0.32
H -1.687 -1.154 -3.537 0.37
H -1.146 1.851 -3.404 0.32
H -2.778 1.307 -2.898 0.35
C -2.427 0.191 2.574 -0.87
N -1.222 0.166 3.398 0.12
C -1.440 0.138 4.835 -1.15
C -0.056 -0.209 2.824 0.33
S -0.111 -1.079 1.353 -0.40
N 1.173 0.026 3.361 0.20
C 1.481 -0.064 4.796 -1.03
C 2.354 -0.118 2.508 -1.04
H -3.299 0.301 3.237 0.33
H -2.517 -0.734 1.994 0.37
H -2.408 1.025 1.868 0.22
H -1.048 -0.813 5.256 0.40
H -0.929 0.992 5.315 0.34
H -2.509 0.206 5.046 0.38
H 1.996 -1.016 5.003 0.35
H 2.143 0.773 5.036 0.37
H 0.585 -0.003 5.426 0.32
H 2.327 -1.049 1.924 0.43
H 2.442 0.712 1.797 0.22
H 3.263 -0.148 3.136 0.34
```